No. 1
Entry from OMol25: a cluster of 2 separate species, C3H9O3 in total in a non-equilibrium geometry (ωB97M-V with the def2-TZVPD basis set).

The geometry in XYZ format:
```
15
Properties=species:S:1:pos:R:3:lowdin_charge:R:1
C 0.751 -0.062 0.410 -0.49
O 0.882 0.678 -0.709 -0.31
C -0.725 -0.450 0.754 -0.20
C -1.610 -0.380 -0.478 -0.32
O -2.952 -0.755 -0.197 -0.10
H 1.309 -1.036 0.430 0.09
H 1.150 0.453 1.328 0.08
H -1.187 0.227 1.487 0.09
H -0.788 -1.466 1.160 0.09
H -1.512 0.636 -0.880 0.11
H -1.137 -0.969 -1.279 0.11
H -3.505 -0.346 -0.870 0.07
H 3.511 1.147 0.276 -0.02
H 2.388 1.101 -0.753 -0.01
O 3.425 1.222 -0.679 -0.19
```

Results
calculated total energy: -9399.33908 eV
energy above the lowest of the compared OMol25 structures with the same formula, charge and spin: 8.95 kcal/mol
Kohn-Sham gap: 6.80 eV
total charge: -1
highest occupied orbital energy: -3.196 eV


No. 2
Entry from OMol25: the molecule C3H9O3P in a non-equilibrium geometry (ωB97M-V with the def2-TZVPD basis set).

The geometry in XYZ format:
```
16
Properties=species:S:1:pos:R:3:lowdin_charge:R:1
C 1.611 0.836 0.386 -0.26
C 1.051 -0.603 0.604 -0.51
C -2.429 0.293 0.638 -0.43
O 0.931 1.392 -0.747 -0.19
O 1.691 -1.547 -0.199 -0.04
O -3.138 -0.118 -0.537 -0.22
P -0.774 -0.308 0.140 0.98
H 2.739 0.614 0.384 0.15
H 1.266 1.564 1.106 0.11
H 1.298 -0.828 1.570 0.09
H -2.630 1.308 0.538 -0.01
H 1.576 2.027 -1.183 0.13
H 1.291 -1.586 -1.057 0.07
H -2.854 -1.036 -0.647 0.02
H -1.129 -1.766 0.347 0.05
H -0.500 -0.241 -1.344 0.05
```

Results
calculated total energy: -18682.31926 eV
SMILES string: OC=[PH2][C@@H](O)CO
energy above the lowest of the compared OMol25 structures with the same formula, charge and spin: 147.50 kcal/mol
Kohn-Sham gap: 7.28 eV
total charge: 0
highest occupied orbital energy: -6.892 eV


> The lowest energy above the lowest of the compared OMol25 structures with the same formula, charge and spin belongs to which entry?

C3H9O3


> Which value of Kohn-Sham gap does entry 1 give?

6.80 eV


> Which value of calculated total energy does entry 1 give?

-9399.33908 eV